[1]
DFT (the ωB97M-V functional and the def2-TZVPD basis) results for a 13-piece molecular cluster, C70H70N8 overall.

Output
E_HOMO (eV): -8.76

Each line ends with the Mulliken charge.
Positions of all 148 atoms, in Å:
C (-2.4982, -2.3666, 3.2860)  -0.4818
C (-1.6246, -1.3920, 2.7548)  0.8025
C (-0.3494, -1.3332, 3.2128)  -0.2176
C (0.1032, -2.1968, 4.1773)  -0.5640
C (-0.7512, -3.1875, 4.7476)  -0.7743
C (-2.0256, -3.3196, 4.2128)  -0.6377
H (-3.4231, -2.5403, 2.7738)  0.3273
H (-1.9365, -0.7602, 1.9592)  -0.0425
H (0.2973, -0.5882, 2.7842)  0.4657
H (1.1254, -2.1155, 4.5373)  0.3371
H (-0.3572, -3.8848, 5.4912)  0.3812
H (-2.6715, -4.1313, 4.5300)  0.4397
C (0.2896, 1.2212, -6.4479)  -0.7485
C (1.5213, 1.8505, -6.2807)  -0.6714
C (2.1961, 1.6449, -5.0965)  -0.7563
C (1.6445, 0.8963, -4.0463)  0.3329
C (0.4402, 0.3008, -4.2197)  0.3896
C (-0.1975, 0.4160, -5.4397)  -0.7456
H (-0.1943, 1.2465, -7.3880)  0.4431
H (1.9316, 2.5360, -7.0183)  0.4007
H (3.1926, 2.0440, -4.9766)  0.4223
H (2.2601, 0.6813, -3.1528)  0.3910
H (-0.0785, -0.2450, -3.4402)  0.1479
H (-1.1532, -0.1196, -5.5398)  0.3332
C (3.6712, -2.6793, -3.1873)  -0.8960
C (4.6506, -3.5063, -2.5652)  -0.6555
C (4.2795, -4.3328, -1.5239)  -0.6009
C (2.9418, -4.3687, -1.0935)  0.1061
C (1.9694, -3.5894, -1.6830)  0.4803
C (2.3588, -2.7349, -2.7339)  0.5015
H (3.9155, -2.0324, -3.9984)  0.6128
H (5.6997, -3.4984, -2.9084)  0.3282
H (5.0076, -4.9148, -0.9565)  0.4269
H (2.6894, -5.0067, -0.2301)  -0.0223
H (0.9411, -3.5069, -1.3708)  0.1669
H (1.6218, -2.0582, -3.2076)  -0.4207
C (1.5416, 7.7394, 2.7008)  -0.3956
C (2.4701, 7.2007, 1.8025)  -0.6316
C (2.3377, 5.8790, 1.4586)  -0.4102
C (1.3117, 5.0940, 1.9435)  0.2525
C (0.3826, 5.6132, 2.8061)  0.1249
C (0.4925, 6.9633, 3.1569)  -0.6488
H (1.6712, 8.7774, 2.9682)  0.3751
H (3.2130, 7.8640, 1.3821)  0.4108
H (3.0012, 5.3821, 0.7313)  0.3583
H (1.2495, 4.0326, 1.6950)  0.0350
H (-0.4124, 4.9732, 3.1579)  0.2348
H (-0.1629, 7.4321, 3.8928)  0.3652
C (-2.7435, 3.7049, 4.1586)  -0.7151
C (-2.3723, 4.3722, 5.3016)  -0.4129
C (-1.1959, 4.0905, 5.9981)  -0.5207
C (-0.3334, 3.1511, 5.4678)  -0.6898
C (-0.7038, 2.4612, 4.3168)  -0.0183
C (-1.9304, 2.7008, 3.6731)  0.0412
H (-3.6885, 3.9258, 3.6987)  0.4958
H (-3.0229, 5.1135, 5.7785)  0.3515
H (-0.9532, 4.5815, 6.9153)  0.4345
H (0.5444, 2.9377, 6.0367)  0.4500
H (-0.0898, 1.6435, 3.9026)  0.2391
H (-2.2070, 2.1075, 2.7905)  0.3388
N (3.5745, 2.6240, -1.6414)  0.0355
C (2.6867, 3.5077, -2.0681)  0.3992
C (2.9513, 4.6445, -2.8204)  -0.7779
C (4.3033, 4.9114, -3.0615)  -0.5363
C (5.2329, 4.0310, -2.5812)  -0.6522
C (4.8614, 2.9100, -1.8898)  -0.5614
H (1.6666, 3.2297, -1.7937)  0.4339
H (2.1105, 5.3017, -2.9902)  0.2969
H (4.5615, 5.8075, -3.5900)  0.4706
H (6.2721, 4.1699, -2.8146)  0.4160
H (5.5882, 2.2667, -1.4499)  0.5465
N (6.1822, -1.7375, 1.8232)  -0.6318
C (5.3485, -1.9842, 2.8512)  -0.4895
C (3.9490, -1.9013, 2.7272)  -0.5547
C (3.3025, -1.6798, 1.5241)  0.2049
C (4.1491, -1.5456, 0.4400)  -0.2898
C (5.5292, -1.5661, 0.6342)  -0.6775
H (5.8585, -2.1299, 3.7920)  0.3956
H (3.5026, -2.0425, 3.6928)  0.2895
H (2.2318, -1.6052, 1.3857)  0.7526
H (3.8929, -1.3824, -0.5981)  0.4523
H (6.0840, -1.3996, -0.2462)  0.4915
N (0.2518, -6.6790, 0.3659)  -0.5676
C (-0.0404, -5.3908, 0.5808)  -0.3801
C (0.4570, -4.6451, 1.6171)  0.2850
C (1.4085, -5.1557, 2.4667)  -0.1849
C (1.8222, -6.4698, 2.2238)  -0.6680
C (1.1854, -7.1837, 1.2012)  -0.4714
H (-0.7927, -4.8933, -0.0107)  0.4934
H (0.1311, -3.6170, 1.6792)  0.3172
H (1.8583, -4.6129, 3.2803)  0.4232
H (2.5505, -7.0424, 2.7927)  0.4156
H (1.4320, -8.2534, 1.0566)  0.3386
N (-4.2792, 0.4365, 0.8387)  0.4930
C (-4.4447, 1.6743, 0.3718)  -0.3776
C (-5.4795, 2.4925, 0.7924)  -0.8356
C (-6.3835, 2.0447, 1.7320)  -0.4208
C (-6.1918, 0.7399, 2.2326)  -0.9974
C (-5.1345, -0.0087, 1.7192)  0.2525
H (-3.7059, 2.0703, -0.2753)  0.7301
H (-5.4801, 3.4975, 0.3792)  0.4895
H (-7.0887, 2.8004, 2.1597)  0.3361
H (-6.8365, 0.2687, 2.9847)  0.4356
H (-4.9405, -0.9963, 2.1200)  0.0135
N (-1.3905, -2.3335, -3.5729)  -0.2551
C (-2.2199, -2.9620, -2.7351)  -0.3018
C (-2.1539, -4.3481, -2.4817)  0.0314
C (-1.0583, -5.0990, -2.9858)  -0.6227
C (-0.2462, -4.4386, -3.8864)  -0.7004
C (-0.4663, -3.0860, -4.1446)  -0.5462
H (-2.9689, -2.4816, -2.1521)  0.5189
H (-2.8324, -4.7460, -1.7845)  0.3830
H (-0.8961, -6.1526, -2.7801)  0.4002
H (0.5649, -4.8672, -4.4654)  0.4199
H (0.1919, -2.5795, -4.8067)  0.7181
N (-1.9954, 3.4435, -1.2786)  -0.0904
C (-1.5854, 4.6465, -0.8418)  -0.5277
C (-0.9274, 5.5558, -1.7147)  -0.4791
C (-0.7176, 5.1654, -3.0301)  -0.3813
C (-1.0212, 3.8362, -3.4169)  -0.5473
C (-1.6547, 3.0271, -2.5018)  -0.3210
H (-1.7351, 4.9197, 0.1773)  0.5897
H (-0.5780, 6.5053, -1.2637)  0.3969
H (-0.3102, 5.7913, -3.8003)  0.4622
H (-0.7510, 3.3604, -4.3398)  0.3131
H (-1.9568, 2.0272, -2.7672)  0.5375
N (-4.3733, -3.1798, 0.6880)  0.1769
C (-5.0562, -2.8922, -0.4117)  -0.3680
C (-5.4741, -3.8487, -1.2908)  -0.5133
C (-5.2003, -5.1838, -1.0655)  -0.5025
C (-4.5290, -5.5276, 0.0873)  -0.7216
C (-4.1268, -4.4761, 0.9499)  -0.0384
H (-5.1864, -1.8198, -0.5969)  0.4009
H (-6.0669, -3.5558, -2.1327)  0.4147
H (-5.6731, -5.8868, -1.6999)  0.4539
H (-4.3295, -6.5592, 0.3793)  0.4097
H (-3.6452, -4.7438, 1.8492)  0.2484
N (1.2971, 0.0115, -0.8874)  1.0675
C (0.0926, -0.5280, -1.0069)  -0.1520
C (-1.0233, 0.0067, -0.4535)  -0.2643
C (-0.8946, 1.0867, 0.4029)  0.6988
C (0.3554, 1.6230, 0.6436)  0.0255
C (1.3984, 1.0755, -0.0736)  -0.4826
H (0.0176, -1.4396, -1.5881)  -0.3454
H (-2.0176, -0.4589, -0.5306)  0.2067
H (-1.8083, 1.4915, 0.7540)  -0.8289
H (0.5653, 2.4363, 1.3143)  -0.9318
H (2.3617, 1.5084, -0.0878)  0.8472

***

[2]
DFT (the ωB97M-V functional and the def2-TZVPD basis) results for a 13-piece molecular cluster, H26O13 overall.

Output
E_HOMO (eV): -11.00
Energy relative to the best compared isomer or geometry (same formula, charge and spin) (eV): 3.316

Each line ends with the Mulliken charge.
Positions of all 39 atoms, in Å:
O (3.3999, -0.7602, 0.9204)  -0.5829
H (2.9532, -1.5319, 1.2858)  0.2972
H (3.8013, -0.9653, 0.0356)  0.4185
O (-2.6015, 2.7271, 1.6130)  -0.5711
H (-2.0989, 3.0754, 2.3627)  0.2953
H (-2.4076, 3.4531, 1.0057)  0.2794
O (1.8434, 0.0341, -1.1997)  -0.5734
H (1.2309, 0.6565, -0.8360)  0.2260
H (2.6423, -0.1621, -0.6827)  0.2897
O (-3.4395, -0.2976, 0.9221)  -0.5929
H (-3.8750, 0.1172, 1.6748)  0.3086
H (-3.1135, 0.5365, 0.5447)  0.2445
O (-0.9695, 1.3581, 0.3162)  -0.3912
H (-0.0991, 1.2295, 0.7083)  0.1672
H (-0.8610, 2.2663, 0.0065)  0.2385
O (1.8055, -1.3087, 3.0474)  -0.6755
H (1.7276, -0.3548, 2.9272)  0.3464
H (0.9539, -1.7627, 2.9183)  0.3869
O (3.2813, -2.2875, -1.1226)  -0.7458
H (2.6886, -1.9779, -1.8305)  0.3297
H (2.5528, -2.3814, -0.4880)  0.3449
O (-2.8700, -2.9354, -1.0920)  -0.6231
H (-2.9114, -2.1027, -0.6016)  0.3057
H (-1.9087, -2.9768, -1.1908)  0.3047
O (-2.7413, 0.5079, -3.2368)  -0.6186
H (-3.1857, 0.6197, -2.4099)  0.2970
H (-2.5096, -0.4159, -3.3042)  0.3217
O (2.2184, 1.4279, 1.8611)  -0.5261
H (3.1551, 1.2041, 1.8488)  0.2798
H (2.1104, 2.1292, 2.5131)  0.2484
O (0.6040, 3.3645, -1.5241)  -0.6225
H (0.3305, 4.1842, -1.0966)  0.2956
H (-0.2198, 3.2054, -2.0114)  0.3263
O (-0.3638, -1.8583, 1.5222)  -0.6655
H (-0.6491, -1.0698, 2.0077)  0.3063
H (-1.1207, -2.4272, 1.7322)  0.2980
O (0.0205, -1.3859, -3.2426)  -0.5937
H (0.1763, -2.3252, -3.2836)  0.2717
H (0.4500, -0.8094, -2.6207)  0.3542

***

[3]
DFT (the ωB97M-V functional and the def2-TZVPD basis) results for a 2-piece molecular cluster, C4H12 overall.

Output
E_HOMO (eV): -10.68
SMILES: CC.CC
Energy relative to the best compared isomer or geometry (same formula, charge and spin) (eV): 1.626

Each line ends with the Mulliken charge.
Positions of all 16 atoms, in Å:
C (-2.1054, -0.5007, -0.0110)  -0.7520
C (-3.0967, 0.0227, -1.0105)  -1.0806
H (-2.4709, -1.3229, 0.6285)  0.3104
H (-1.1958, -0.8457, -0.5631)  0.1927
H (-1.8684, 0.2932, 0.6463)  0.2871
H (-3.0298, 1.0022, -0.9974)  0.3981
H (-4.0598, 0.1133, -0.5552)  0.3343
H (-3.3226, -0.6407, -1.8360)  0.3084
C (2.4839, 0.0666, 1.1858)  -0.6489
C (2.7983, 0.5348, -0.1545)  -0.8267
H (3.1347, -0.7758, 1.5624)  0.2424
H (2.6562, 0.8244, 1.8972)  0.2640
H (1.4650, -0.3474, 1.2270)  0.1708
H (3.7083, 1.1087, -0.2810)  0.3074
H (2.9757, -0.3292, -0.8688)  0.2438
H (1.9274, 0.7966, -0.8697)  0.2489

***

[4]
DFT (the ωB97M-V functional and the def2-TZVPD basis) results for one molecule with the formula C2H5NOS.

Output
E_HOMO (eV): -9.33
SMILES: CSC(N)=O
Energy relative to the best compared isomer or geometry (same formula, charge and spin) (eV): 1.142

Each line ends with the Mulliken charge.
Positions of all 10 atoms, in Å:
C (0.0397, -1.6154, -0.7862)  -0.7905
C (-0.1130, 0.6555, 0.3689)  0.5812
H (-0.5174, -1.3241, -1.6956)  0.2880
H (0.5085, -2.4796, -1.2288)  0.3413
H (-0.7064, -1.8724, 0.0642)  0.2394
H (-0.5246, 2.7581, 0.9142)  0.2967
H (1.1579, 2.1166, 1.3417)  0.2325
N (0.2002, 1.8203, 1.1479)  -0.5389
O (-1.1952, 0.4169, -0.0824)  -0.5164
S (1.1502, -0.4759, -0.0440)  -0.1333

***

Quick rundown of E_LUMO, same order as above: 0.67, -0.53, 1.09, 0.66 eV
Quick rundown of E, same order as above: -3147.353823, -993.651379, -159.525228, -607.364836 Eh